No. 1
Formula: C6H9N
Source: the OMol25 dataset
Level of theory: the ωB97M-V functional and the def2-TZVPD basis

## Properties
Kohn-Sham gap = 10.58 eV
SMILES = C#CC[C@]1(C)CN1
Lowest unoccupied orbital energy = 1.0302 eV
Energy above the lowest of the compared OMol25 structures with the same formula, charge and spin = 66.1 kcal per mole
Calculated total energy = -7855.292 eV
HOMO level = -9.55 eV

```
! RIJCOSX wB97M-V def2-TZVPD def2/J DEFGRID3
* xyz 0 1
C -0.8588 -2.6464 -0.8733
C -0.7255 -1.4642 -1.0579
C -0.5498 -0.0159 -1.1868
C 0.0919 0.5467 0.0735
C 1.5733 0.2765 0.2040
C -0.7511 0.6407 1.2822
N -0.4326 1.8396 0.4968
H -0.9757 -3.6870 -0.6818
H 0.0636 0.2179 -2.0647
H -1.5183 0.4694 -1.3411
H 1.7901 -0.7679 -0.0444
H 1.9238 0.4648 1.2247
H 2.1424 0.9181 -0.4810
H -1.7936 0.3291 1.2380
H -0.2746 0.5002 2.2515
H 0.2950 2.3786 0.9602
*
```

Partial atomic charges computed with the natural (NBO) method, in multiples of e: -0.267, 0.017, -0.490, 0.089, -0.621, -0.257, -0.590, 0.238, 0.235, 0.251, 0.228, 0.211, 0.211, 0.201, 0.194, 0.349


No. 2
Formula: C41H42N8O2RuS
Source: the OMol25 dataset
Level of theory: the ωB97M-V functional and the def2-TZVPD basis

## Properties
Kohn-Sham gap (spin up / spin down) = 5.46 / 4.75 eV
Lowest unoccupied orbital energy (spin up / spin down) = -2.9325 / -4.9136 eV
Energy above the lowest of the compared OMol25 structures with the same formula, charge and spin = 74.7 kcal per mole
Calculated total energy = -72619.806 eV
HOMO level (spin up / spin down) = -8.39 / -9.66 eV

```
! RIJCOSX wB97M-V def2-TZVPD def2/J DEFGRID3
* xyz 1 6
Ru -0.0436 0.1805 -0.2067
C 1.0491 -2.4955 -1.8412
C 0.1975 -1.9778 -2.9994
C 0.4205 -0.5212 -3.3698
N 0.2103 0.4501 -2.2964
C 0.4037 1.7223 -2.6103
C 0.8373 2.1463 -3.8926
C 0.8121 3.3891 -4.4863
C 0.2672 4.5810 -4.0172
C -0.1864 4.8227 -2.7347
C -0.0934 4.0093 -1.6179
C 0.2989 2.6688 -1.4920
N 0.5451 2.0886 -0.3078
C 0.7529 2.8679 0.9061
C -0.3841 2.7853 1.9364
C -0.7006 1.3297 2.3990
N 0.1939 0.3978 1.7553
C 1.3887 0.1202 2.2635
C 1.7649 0.5056 3.5715
C 2.9499 0.3574 4.2641
C 4.1124 -0.3085 3.9034
C 4.3442 -0.9873 2.7088
C 3.5649 -1.0508 1.5802
C 2.2984 -0.4766 1.2841
N 1.8317 -0.4317 0.0519
C 2.6991 -0.6780 -1.0972
C 2.5115 -2.0574 -1.7576
H 1.0061 -3.5850 -1.8563
H 0.5802 -2.1767 -0.9200
H -0.8538 -2.1346 -2.7402
H 0.4006 -2.5582 -3.9021
H -0.2529 -0.2740 -4.1977
H 1.4433 -0.4334 -3.7575
H 1.2469 1.3657 -4.5184
H 1.2169 3.4226 -5.4913
H 0.2164 5.4034 -4.7191
H -0.6222 5.7980 -2.5534
H -0.4302 4.4761 -0.6999
H 0.9236 3.9142 0.6573
H 1.6731 2.5070 1.3714
H -1.2904 3.2513 1.5348
H -0.0835 3.3874 2.7950
H -1.7110 1.0676 2.1122
H -0.6769 1.2638 3.4848
H 1.0065 1.0320 4.1314
H 2.9582 0.8087 5.2492
H 4.9122 -0.3192 4.6324
H 5.2840 -1.5239 2.6510
H 3.9873 -1.6413 0.7783
H 3.7462 -0.5475 -0.8237
H 2.4777 0.1062 -1.8176
H 3.0427 -2.8037 -1.1615
H 2.9832 -2.0335 -2.7427
O -8.0686 -0.7728 -0.0816
C -7.0815 0.1120 -0.3168
O -7.3657 1.2110 -0.7348
C -5.6913 -0.2941 -0.0592
C -4.6608 0.6674 -0.5713
C -3.2587 0.4165 0.0686
C -2.9072 -0.9879 0.3932
C -3.9557 -1.7767 0.8347
C -5.3084 -1.3886 0.6501
N -1.6248 -1.4098 0.2965
C -1.5096 -2.7675 0.2875
C -0.5099 -3.5703 0.8957
C -0.5482 -4.9670 0.6793
C 0.3561 -5.7813 1.3173
C 1.2776 -5.2045 2.1879
C 1.2519 -3.8262 2.3414
N 0.4146 -3.0100 1.7137
H -7.7299 -1.6424 0.1527
H -4.7063 0.7503 -1.6597
H -1.9094 1.8724 0.0130
H -3.7466 -2.7235 1.3122
H -6.0599 -2.0458 1.0763
H -2.3368 -3.3094 -0.1634
H -1.2957 -5.3758 0.0115
H 0.3461 -6.8510 1.1547
H 1.9878 -5.8080 2.7355
H 1.9520 -3.3516 3.0219
N -5.6787 4.7857 0.2976
C -4.5738 4.5079 -0.4162
S -3.5336 5.7499 -0.8821
C -4.1670 3.1583 -0.6612
C -3.3173 2.8597 -1.7734
C -2.4840 1.8019 -1.8366
N -2.1125 1.1037 -0.6228
C -3.7512 1.3667 1.1499
C -4.7165 2.0316 0.1814
H -5.9252 5.7532 0.4171
H -6.4210 4.1080 0.3777
H -3.3930 3.5091 -2.6380
H -2.0363 1.4816 -2.7642
H -4.1042 1.0221 2.1159
H -5.6751 2.2994 0.6102
*
```

Partial atomic charges computed with the Löwdin method, in multiples of e: 1.443, -0.210, -0.169, -0.223, -0.076, -0.271, 0.004, -0.052, -0.066, -0.059, -0.017, -0.228, -0.095, -0.185, -0.113, -0.176, -0.089, -0.210, 0.028, -0.045, -0.050, -0.047, 0.013, -0.201, -0.072, -0.184, -0.145, 0.120, 0.035, 0.110, 0.120, 0.131, 0.111, 0.099, 0.116, 0.111, 0.106, 0.100, 0.117, 0.116, 0.104, 0.119, 0.071, 0.111, 0.105, 0.118, 0.114, 0.119, 0.108, 0.115, 0.101, 0.110, 0.121, 0.127, -0.486, 0.103, -0.113, -0.112, -0.310, -0.241, -0.029, -0.011, -0.010, -0.135, -0.301, -0.028, -0.070, -0.069, -0.155, 0.114, 0.095, 0.163, 0.081, 0.106, 0.119, 0.115, 0.114, 0.110, 0.101, 0.098, 0.099, -0.792, 0.678, -0.159, -0.071, -0.085, 0.006, 0.102, -0.157, 0.098, 0.107, 0.115, 0.115, 0.130, 0.127


No. 3
Formula: C4H12O
Source: the OMol25 dataset
Level of theory: the ωB97M-V functional and the def2-TZVPD basis

## Properties
Kohn-Sham gap = 11.73 eV
SMILES = CCCC.O
Lowest unoccupied orbital energy = 0.7007 eV
Energy above the lowest of the compared OMol25 structures with the same formula, charge and spin = 7.4 kcal per mole
Calculated total energy = -6389.802 eV
HOMO level = -11.03 eV

```
! RIJCOSX wB97M-V def2-TZVPD def2/J DEFGRID3
* xyz 0 1
C 0.4322 -0.6221 0.7375
C -0.9507 -0.0555 0.4684
C -2.0885 -1.0702 0.6874
C -3.1307 -1.1183 -0.4254
H 1.2178 0.0023 0.2965
H 0.5455 -1.6094 0.2940
H 0.6040 -0.7223 1.8056
H -1.0139 0.3181 -0.5627
H -1.0630 0.8509 1.0651
H -1.6926 -2.0313 0.9973
H -2.6464 -0.7349 1.5713
H -4.1576 -1.1770 -0.0600
H -3.0139 -1.9059 -1.1627
H -3.1448 -0.1694 -0.9809
O 4.9341 2.4714 -1.1412
H 4.0681 2.8913 -1.0861
H 4.6990 1.6158 -1.5200
*
```

Partial atomic charges computed with the natural (NBO) method, in multiples of e: -0.601, -0.395, -0.412, -0.609, 0.204, 0.199, 0.203, 0.191, 0.199, 0.203, 0.200, 0.208, 0.207, 0.202, -0.929, 0.465, 0.465


No. 4
Formula: C4H4O3
Source: the OMol25 dataset
Level of theory: the ωB97M-V functional and the def2-TZVPD basis

## Properties
Kohn-Sham gap (spin up / spin down) = 8.18 / 8.00 eV
Lowest unoccupied orbital energy (spin up / spin down) = -2.0697 / -2.5250 eV
Energy above the lowest of the compared OMol25 structures with the same formula, charge and spin = 108.5 kcal per mole
Calculated total energy = -10350.505 eV
HOMO level (spin up / spin down) = -10.25 / -10.53 eV

```
! RIJCOSX wB97M-V def2-TZVPD def2/J DEFGRID3
* xyz 0 1
O 1.6621 -1.1383 1.1187
C 1.0586 -1.0585 0.0615
C 0.0043 -0.0728 -0.1376
C -0.5829 0.5510 1.0883
O -0.7212 1.7906 0.7760
C -0.4574 0.3737 -1.4609
O -0.1427 -0.2363 -2.4604
H 1.2356 -1.7591 -0.7678
H -1.3483 0.0022 1.6655
H 0.4551 0.3255 1.5742
H -1.1631 1.2220 -1.4575
*
```

Partial atomic charges computed with the natural (NBO) method, in multiples of e: -0.492, 0.335, -0.019, -0.153, -0.381, 0.350, -0.480, 0.175, 0.190, 0.320, 0.154


No. 5
Formula: C8H15NSi2
Source: the OMol25 dataset
Level of theory: the ωB97M-V functional and the def2-TZVPD basis

## Properties
Kohn-Sham gap = 9.88 eV
SMILES = C#C[SiH](C#C)N(C)[Si](C)(C)C
Lowest unoccupied orbital energy = 0.8472 eV
Energy above the lowest of the compared OMol25 structures with the same formula, charge and spin = 60.8 kcal per mole
Calculated total energy = -25782.316 eV
HOMO level = -9.03 eV

```
! RIJCOSX wB97M-V def2-TZVPD def2/J DEFGRID3
* xyz 0 1
C -3.5542 -1.1269 -0.5439
C -2.6079 -0.7346 -1.2073
Si -1.1015 -0.2632 -2.1559
C -1.4519 1.2375 -3.1340
C -1.4695 2.2886 -3.7385
N 0.1866 0.2412 -1.0807
C 1.1864 1.0843 -1.6914
Si 0.2699 -0.2933 0.5941
C -0.0468 -2.2444 0.6916
C 2.0911 0.1597 1.2862
C -0.9311 0.5273 1.8151
H -4.5038 -1.4211 -0.0524
H -1.0034 -1.3818 -3.1124
H -1.6892 3.2291 -4.1787
H 1.9226 1.1081 -0.8675
H 1.4075 0.7587 -2.6560
H 0.6894 2.0358 -1.9102
H -1.0958 -2.2637 0.4060
H 0.6969 -2.9893 0.2151
H -0.0261 -2.6285 1.8054
H 2.3357 1.2380 1.2920
H 2.2652 -0.3344 2.2865
H 2.8555 -0.4457 0.6930
H -2.0038 0.4186 1.4690
H -0.7808 0.1389 2.7780
H -0.8002 1.6449 1.8912
*
```

Partial atomic charges computed with the natural (NBO) method, in multiples of e: -0.189, -0.487, 1.525, -0.490, -0.175, -1.280, -0.406, 1.805, -1.129, -1.119, -1.137, 0.251, -0.168, 0.234, 0.219, 0.191, 0.193, 0.240, 0.250, 0.237, 0.235, 0.244, 0.233, 0.247, 0.235, 0.241


No. 6
Formula: C3H6IN
Source: the OMol25 dataset
Level of theory: the ωB97M-V functional and the def2-TZVPD basis

## Properties
Kohn-Sham gap (spin up / spin down) = 8.25 / 9.39 eV
SMILES = C/N=C(/C)I
Lowest unoccupied orbital energy (spin up / spin down) = -0.0352 / -0.0262 eV
Energy above the lowest of the compared OMol25 structures with the same formula, charge and spin = 82.6 kcal per mole
Calculated total energy = -12794.553 eV
HOMO level (spin up / spin down) = -8.29 / -9.41 eV

```
! RIJCOSX wB97M-V def2-TZVPD def2/J DEFGRID3
* xyz 0 1
C -0.4091 -1.7349 -0.9050
N -0.5829 -0.8906 0.1930
C 0.1973 0.6511 0.0571
C 0.2289 1.4963 1.3007
I 1.3066 1.1724 -1.5747
H 0.4736 -2.2154 -0.8715
H -0.6022 -1.1993 -1.9524
H -1.3569 -2.4180 -0.8971
H -0.6600 1.1631 1.9289
H 1.3126 1.4426 1.6900
H 0.0921 2.5326 1.0312
*
```

Partial atomic charges computed with the natural (NBO) method, in multiples of e: -0.481, -0.321, -0.010, -0.729, 0.201, 0.207, 0.189, 0.211, 0.260, 0.242, 0.229


No. 7
Formula: C17H20GdN3O
Source: the OMol25 dataset
Level of theory: the ωB97M-V functional and the def2-TZVPD basis

## Properties
Kohn-Sham gap (spin up / spin down) = 2.19 / 7.09 eV
Lowest unoccupied orbital energy (spin up / spin down) = 4.7956 / 4.8110 eV
Energy above the lowest of the compared OMol25 structures with the same formula, charge and spin = 85.7 kcal per mole
Calculated total energy = -45299.790 eV
HOMO level (spin up / spin down) = 2.60 / -2.28 eV

```
! RIJCOSX wB97M-V def2-TZVPD def2/J DEFGRID3
* xyz -2 8
Gd -0.2374 -0.7249 0.4482
C -1.8135 -0.2039 2.3767
C -0.5756 0.4780 2.6421
C -0.5195 1.5998 1.7508
H 0.2395 0.1283 3.2964
C -1.6898 1.5863 0.9333
C -2.4788 0.4606 1.3061
H -3.4380 0.1607 0.8709
H -2.1404 -1.1451 2.8209
H 0.2444 2.3802 1.7586
H -1.9683 2.3474 0.2003
C -0.7908 -2.4801 -1.2443
C -2.0727 -1.8884 -0.9549
C -2.1013 -0.6011 -1.5649
H -2.8872 -2.3062 -0.3502
C -0.8428 -0.3746 -2.1888
C -0.0236 -1.5297 -1.9913
H 1.0364 -1.6443 -2.2490
H -0.3690 -3.4132 -0.8557
H -2.9577 0.0805 -1.5819
H -0.5799 0.5035 -2.7771
O 1.4895 0.6348 -0.3226
C 2.0142 1.7820 -1.1272
C 3.2061 1.9884 -0.1574
C 0.9959 2.9049 -1.1970
C 2.4106 1.2338 -2.4855
C 2.7290 0.7304 0.5566
H 3.0986 2.8890 0.4629
H 4.1842 1.8746 -0.6365
H 3.3199 -0.1785 0.3629
H 2.4159 0.8707 1.6060
H 1.4298 3.7446 -1.7563
H 0.6974 3.2570 -0.2021
H 0.0942 2.5797 -1.7367
H 3.2094 1.8520 -2.9125
H 1.5428 1.2661 -3.1549
H 2.7481 0.1910 -2.4048
N -0.5489 -2.6560 1.5476
C -1.2743 -3.5580 1.8243
N -1.9667 -4.6219 1.9690
C -2.6027 -4.8941 3.0982
N -3.2274 -5.3044 4.0196
*
```

Partial atomic charges computed with the Löwdin method, in multiples of e: 1.176, -0.271, -0.270, -0.243, 0.087, -0.204, -0.230, 0.093, 0.080, 0.076, 0.087, -0.286, -0.244, -0.216, 0.097, -0.216, -0.250, 0.085, 0.086, 0.093, 0.074, -0.351, -0.524, -0.270, -0.101, -0.121, -0.149, 0.045, 0.042, 0.094, 0.091, 0.055, 0.058, 0.068, 0.045, 0.061, 0.075, -0.020, -0.353, 0.053, -0.433, 0.029


No. 8
Formula: C4H6O2
Source: the OMol25 dataset
Level of theory: the ωB97M-V functional and the def2-TZVPD basis

## Properties
Kohn-Sham gap = 9.23 eV
Lowest unoccupied orbital energy = 0.1799 eV
Energy above the lowest of the compared OMol25 structures with the same formula, charge and spin = 62.9 kcal per mole
Calculated total energy = -8337.735 eV
HOMO level = -9.05 eV

```
! RIJCOSX wB97M-V def2-TZVPD def2/J DEFGRID3
* xyz 0 1
O 1.1426 -1.0333 0.9683
C 0.4752 -1.0638 -0.0958
C -0.9642 -0.6838 -0.0824
C -0.4657 0.7413 0.2014
O -0.1695 0.9239 1.4629
C 0.0706 1.3603 -0.8840
H 0.5617 -0.1327 1.5827
H 0.9925 -1.3092 -1.0263
H -1.5166 -1.1022 0.7604
H -1.4710 -0.8228 -1.0367
H -0.2011 1.0303 -1.8836
H 0.6759 2.2543 -0.7904
*
```

Partial atomic charges computed with the natural (NBO) method, in multiples of e: -0.598, 0.427, -0.562, 0.355, -0.729, -0.469, 0.488, 0.187, 0.250, 0.234, 0.198, 0.218


No. 9
Formula: C5H11NOS
Source: the OMol25 dataset
Level of theory: the ωB97M-V functional and the def2-TZVPD basis

## Properties
Kohn-Sham gap = 3.86 eV
Lowest unoccupied orbital energy = -3.6549 eV
Energy above the lowest of the compared OMol25 structures with the same formula, charge and spin = 140.4 kcal per mole
Calculated total energy = -19731.008 eV
HOMO level = -7.51 eV

```
! RIJCOSX wB97M-V def2-TZVPD def2/J DEFGRID3
* xyz 0 1
O 1.1881 -0.7881 -1.7995
C 0.7993 -0.5187 -0.6640
N -0.4486 -0.8541 -0.2537
C -1.0409 -0.3195 0.9603
C -2.4967 -0.7730 0.9831
S -3.1175 -0.1861 -0.5934
C 1.6304 0.1320 0.3066
C 3.0209 0.4582 0.0252
H -1.0663 -0.8621 -1.0780
H -1.0598 0.7806 0.9662
H -0.5031 -0.6868 1.8292
H -2.9991 -0.3002 1.8122
H -2.5432 -1.8632 0.9950
H -1.0413 1.8795 -2.0530
H -1.6299 1.5954 -2.4012
H 1.1832 0.6846 1.1192
H 3.3712 -0.0657 -0.8635
H 3.0612 1.5328 -0.1347
H 3.6919 0.1543 0.8440
*
```

Partial atomic charges computed with the natural (NBO) method, in multiples of e: -0.609, 0.491, -0.534, -0.242, -0.555, -0.160, 0.076, -0.710, 0.424, 0.193, 0.197, 0.230, 0.215, -0.020, 0.020, 0.201, 0.261, 0.266, 0.255